# 1
Below is a structure of composition C18H22N3O9PRuS, with properties calculated with wB97M-V/def2-TZVPD.

The value obtained for the frontier orbital gap (alpha / beta) is 7.894 / 7.607 eV. Its net charge is +2. As for the LUMO energy (alpha / beta): -7.8429 / -8.1799 eV. The HOMO energy (alpha / beta) is -15.7 / -15.8 eV.

Element x y z (Å)
Ru  0.17  -0.11  0.81
O  -0.48  7.25  0.25
N  -1.13  6.26  0.40
O  -2.28  6.17  0.74
C  -0.44  4.96  0.16
C  0.91  4.98  0.14
C  1.80  3.84  -0.03
C  3.07  3.89  -0.60
C  3.78  2.71  -0.79
C  3.20  1.49  -0.45
N  2.01  1.42  0.14
C  1.39  2.57  0.39
C  -0.92  2.55  0.37
N  -1.53  1.40  0.11
C  -2.70  1.46  -0.52
C  -3.26  2.67  -0.91
C  -2.57  3.86  -0.70
C  -1.33  3.81  -0.05
H  1.38  5.95  0.19
H  3.49  4.84  -0.91
H  4.77  2.73  -1.22
H  3.70  0.55  -0.64
H  -3.19  0.52  -0.71
H  -4.23  2.68  -1.39
H  -2.98  4.79  -1.05
O  1.20  2.75  3.41
S  0.16  1.88  3.04
O  -1.20  2.21  3.13
O  0.49  0.48  2.93
O  0.23  2.43  1.14
C  1.07  -5.35  1.84
C  1.51  -5.03  0.43
O  0.72  -4.01  -0.19
P  0.56  -2.48  0.21
O  0.11  -1.84  -1.22
C  0.73  -2.07  -2.51
C  0.31  -3.41  -3.09
O  -0.86  -2.31  0.97
C  -2.17  -2.74  0.47
C  -2.46  -4.16  0.90
H  1.70  -6.14  2.25
H  0.04  -5.68  1.87
H  1.17  -4.46  2.47
H  1.37  -5.90  -0.22
H  2.57  -4.75  0.40
H  1.82  -2.00  -2.41
H  0.37  -1.25  -3.14
H  0.77  -4.23  -2.55
H  0.63  -3.47  -4.13
H  -0.77  -3.51  -3.05
H  -2.18  -2.63  -0.62
H  -2.88  -2.05  0.93
H  -1.82  -4.87  0.38
H  -3.50  -4.39  0.66
H  -2.32  -4.26  1.97


# 2
Below is a cluster of 3 separate species, C5H13NO2 in total, with properties calculated with wB97M-V/def2-TZVPD.

The value obtained for the frontier orbital gap is 8.996 eV. The calculation puts the energy above the lowest of the compared OMol25 structures with the same formula, charge and spin at 185.9 kJ/mol. As for the LUMO energy: 0.6474 eV. The HOMO energy is -8.3 eV.

Element x y z (Å)
C  2.69  -0.38  -1.12
C  2.12  0.62  -0.48
C  0.82  0.48  0.22
N  0.62  -0.78  0.82
C  -0.07  1.49  0.26
C  -1.23  1.57  1.21
H  2.30  -1.38  -1.15
H  3.58  -0.25  -1.73
H  2.49  1.63  -0.56
H  -0.34  -0.84  1.14
H  1.24  -1.06  1.56
H  0.31  2.38  -0.23
H  -0.87  2.01  2.14
H  -1.62  0.61  1.50
H  -2.04  2.20  0.84
O  -1.46  -0.86  -1.75
H  -1.12  -0.09  -1.27
H  -2.01  -0.44  -2.42
O  -2.02  -2.43  0.67
H  -1.26  -2.86  0.24
H  -2.11  -1.63  0.13


# 3
Below is a cluster of 2 separate species, C3H7OS2 in total, with properties calculated with wB97M-V/def2-TZVPD.

The value obtained for the frontier orbital gap is 7.944 eV. The calculation puts the energy above the lowest of the compared OMol25 structures with the same formula, charge and spin at 217.4 kJ/mol. Its net charge is +1. As for the LUMO energy: -6.2743 eV. The HOMO energy is -14.2 eV.

Element x y z (Å)
C  -0.34  -0.22  2.10
C  0.32  1.12  -1.13
C  -0.31  -1.23  -0.91
O  0.55  -0.16  -0.55
S  -1.57  -0.99  1.76
S  1.15  0.52  2.03
H  0.96  1.85  -0.55
H  0.75  1.15  -2.15
H  -0.74  1.38  -1.00
H  -0.24  -1.42  -2.07
H  0.04  -2.18  -0.28
H  -1.30  -0.97  -0.51
H  0.72  1.16  3.26


# 4
Below is the ion C3H7OS with charge -1, with properties calculated with wB97M-V/def2-TZVPD.

The value obtained for the frontier orbital gap is 5.941 eV. The calculation puts the energy above the lowest of the compared OMol25 structures with the same formula, charge and spin at 256.4 kJ/mol. Its net charge is -1. As for the LUMO energy: 3.4451 eV. The HOMO energy is -2.5 eV.

Element x y z (Å)
O  -0.37  1.98  0.63
C  0.47  1.49  -0.31
C  0.00  0.05  -0.69
C  -0.61  -0.55  0.69
S  0.31  -2.20  1.18
H  1.43  1.25  0.09
H  0.74  2.09  -1.23
H  -0.62  -0.03  -1.61
H  0.78  -0.54  -1.00
H  -1.69  -0.81  0.50
H  -0.26  0.26  1.53
H  -0.18  -2.99  0.22


# 5
Below is the molecule C5H12N2O, with properties calculated with wB97M-V/def2-TZVPD.

The value obtained for the frontier orbital gap is 7.983 eV. The calculation puts the energy above the lowest of the compared OMol25 structures with the same formula, charge and spin at 503.2 kJ/mol. As for the LUMO energy: 0.7810 eV. The HOMO energy is -7.2 eV.

Element x y z (Å)
C  2.34  -0.05  0.15
C  1.19  -0.19  -0.59
C  0.03  -0.95  -0.11
C  -0.12  -1.40  1.31
O  -0.43  -1.82  -1.06
N  -0.52  0.77  -0.29
C  -1.54  1.19  -1.24
N  -0.40  1.58  0.87
H  3.25  0.32  -0.31
H  2.37  -0.23  1.22
H  1.26  -0.10  -1.67
H  -1.11  -1.82  1.48
H  0.63  -2.16  1.55
H  0.04  -0.56  2.00
H  -0.34  -2.73  -0.73
H  -2.54  1.10  -0.82
H  -1.37  2.24  -1.54
H  -1.49  0.59  -2.15
H  -1.31  1.77  1.28
H  0.07  2.46  0.64


Number 1: maximum force 2.6 eV/A. Number 2: maximum force 1.0 eV/A. Number 3: maximum force 3.1 eV/A. Number 4: maximum force 3.3 eV/A. Number 5: maximum force 4.4 eV/A.